*i*
{"formula": "C23H30N2O4S", "method": "ωB97M-V/def2-TZVPD", "homo_lumo_gap_ev": 8.93, "molar_mass_g_mol": 430.6, "smiles": "C=C/C(C)=C/[C@@]1(C)SC(=O)C(C)=C1O.CNC(=O)[C@H](Cc1ccccc1)NC(C)=O", "charge": 0, "spin_multiplicity": 1, "symbols": ["H", "C", "H", "H", "H", "C", "H", "H", "C", "O", "O", "H", "H", "H", "C", "C", "C", "C", "H", "C", "H", "C", "S", "H", "H", "H", "C", "H", "O", "C", "C", "C", "C", "C", "C", "C", "H", "H", "H", "H", "C", "H", "H", "H", "C", "C", "O", "C", "H", "C", "H", "H", "H", "H", "H", "H", "H", "C", "N", "N"], "xyz": [[0.37, 0.41, 3.23], [-0.43, -2.76, -5.04], [3.45, 4.77, -3.91], [3.52, -1.03, 1.30], [0.70, -1.18, -5.85], [-3.91, 0.65, 2.99], [1.12, 0.84, -4.88], [-2.77, -2.93, 1.97], [2.63, 2.44, -1.43], [1.33, 3.53, -4.65], [3.46, 2.59, -0.54], [-1.06, -1.78, 0.44], [-1.22, 2.71, -3.68], [-0.68, -0.08, 0.71], [3.10, -0.77, 3.35], [-0.95, -1.01, 1.21], [-0.78, 2.40, -2.73], [0.23, -1.41, 2.14], [4.63, 3.84, -2.97], [-0.75, -1.07, -2.61], [0.07, -2.45, 2.42], [1.54, 2.90, -3.45], [1.32, 1.28, -1.32], [3.62, 5.05, -2.16], [-4.89, -2.61, 3.22], [-0.72, 3.28, -2.07], [-4.28, -1.76, 2.95], [-0.30, -3.39, -5.91], [1.62, -1.68, 0.21], [2.60, 3.23, -2.65], [-2.28, -0.82, 1.91], [0.59, 0.66, -3.95], [-2.71, 0.47, 2.28], [3.63, 4.28, -2.94], [0.62, 1.81, -2.94], [0.12, -1.50, -4.98], [-0.63, -2.46, 5.99], [-1.79, -1.31, -2.87], [0.41, -3.01, 4.66], [4.18, -0.81, 3.48], [-0.01, -0.59, -3.83], [-4.22, 1.64, 3.28], [-0.27, -1.96, -2.20], [-2.10, 1.33, 2.04], [-0.43, -2.38, 4.92], [-4.70, -0.46, 3.33], [-0.08, -0.10, 5.49], [1.59, -1.39, 1.39], [-1.46, 1.68, -2.26], [-0.11, -0.93, 4.60], [-1.32, -2.68, 4.37], [2.76, 0.23, 3.63], [-1.02, -3.18, -4.23], [0.52, 3.19, -5.07], [-5.62, -0.33, 3.88], [-0.78, -0.33, -1.81], [2.65, -1.51, 4.02], [-3.08, -1.93, 2.24], [0.18, -0.57, 3.35], [2.76, -1.05, 1.96]], "nbo_charge": [0.4074, -0.3790, 0.2269, 0.4139, 0.2070, -0.2171, 0.2045, 0.2098, 0.3696, -0.6716, -0.5826, 0.2348, 0.2028, 0.2172, -0.4069, -0.4211, -0.6055, -0.1176, 0.2302, -0.6541, 0.2293, 0.4748, 0.2742, 0.2299, 0.2144, 0.2263, -0.2053, 0.2031, -0.6355, -0.2344, -0.0409, -0.2082, -0.1535, -0.6302, -0.2752, -0.2150, 0.2492, 0.2226, 0.2181, 0.2136, 0.0163, 0.2158, 0.2447, 0.2014, -0.7191, -0.2162, -0.6312, 0.6618, 0.2261, 0.6814, 0.2321, 0.2023, 0.1948, 0.4880, 0.2159, 0.2137, 0.1982, -0.2234, -0.6237, -0.6045]}

***

*ii*
{"formula": "C23H30N2O4S", "method": "ωB97M-V/def2-TZVPD", "homo_lumo_gap_ev": 9.19, "molar_mass_g_mol": 430.6, "smiles": "Cc1cc(C)c(C)c(S(=O)(=O)NCc2ccc(C(=O)NC[C@H]3CCCO3)cc2)c1C", "charge": 0, "spin_multiplicity": 1, "symbols": ["H", "C", "O", "N", "H", "H", "H", "H", "C", "H", "H", "C", "C", "C", "H", "C", "H", "C", "C", "H", "H", "C", "H", "C", "O", "C", "S", "H", "H", "H", "H", "C", "C", "C", "H", "C", "H", "H", "C", "C", "H", "H", "H", "H", "H", "O", "H", "N", "C", "C", "O", "C", "H", "C", "H", "C", "H", "C", "H", "H"], "xyz": [[2.25, -3.22, -2.05], [2.21, 2.71, 0.32], [5.09, -1.40, 1.19], [4.73, 0.91, 0.32], [2.81, 1.06, 2.66], [-5.75, 0.47, 1.43], [-1.16, -1.13, 0.61], [-0.24, -1.72, -2.64], [-3.57, 1.14, -0.77], [-4.02, 0.84, -1.72], [0.03, 1.12, -2.42], [2.65, -0.97, 0.24], [4.30, 1.80, -0.73], [-4.50, -2.05, -0.31], [4.83, 2.75, -0.61], [0.66, -0.54, 1.53], [2.47, 0.93, -2.53], [-3.91, 0.11, 0.31], [2.81, 2.01, -0.72], [-4.80, -1.98, -1.37], [3.88, -0.36, 2.54], [2.06, -0.52, 1.42], [0.36, 3.36, 1.19], [0.50, -1.61, -0.63], [4.94, -1.00, -1.22], [1.89, -1.55, -0.78], [4.45, -0.73, 0.10], [-0.11, -3.28, -1.83], [-6.60, -1.88, 0.27], [4.62, 1.33, -1.66], [2.02, -1.71, -2.91], [0.84, 2.81, 0.39], [-1.45, 2.31, -0.41], [0.63, 1.54, -1.63], [2.42, -0.42, 3.51], [2.47, -2.15, -2.02], [-3.95, 2.12, -0.47], [-5.96, 0.37, -0.32], [2.01, 1.45, -1.71], [-5.42, -0.04, 0.53], [-1.10, 0.00, 2.59], [4.52, 1.23, 1.25], [-1.65, 0.42, -1.18], [2.83, 3.19, 1.07], [0.29, 1.02, 2.95], [-3.41, -1.18, -0.06], [3.55, -2.02, -2.07], [-2.14, 1.27, -0.95], [-0.09, -1.09, 0.51], [2.85, -0.02, 2.59], [-1.99, 3.25, 0.13], [-0.37, -2.23, -1.68], [-4.16, -3.06, -0.10], [0.03, 2.20, -0.56], [-3.39, 0.39, 1.24], [-5.62, -1.56, 0.60], [0.19, -0.60, 3.63], [-0.03, 0.00, 2.75], [-5.45, -1.92, 1.62], [-1.41, -2.17, -1.39]], "nbo_charge": [0.2196, -0.2293, -0.9367, -0.8436, 0.2125, 0.2269, 0.2195, 0.2110, -0.2451, 0.1948, 0.2075, -0.3395, -0.2626, -0.0650, 0.2166, -0.0165, 0.2188, 0.0893, -0.0154, 0.1605, 0.2516, 0.0034, 0.2349, -0.0662, -0.9477, 0.1069, 2.3073, 0.2234, 0.2192, 0.2364, 0.2095, -0.1603, 0.6656, -0.1248, 0.2307, -0.6793, 0.2423, 0.2047, -0.2294, -0.4311, 0.2173, 0.4001, 0.4060, 0.2084, 0.2200, -0.5552, 0.2678, -0.6166, -0.1493, -0.6717, -0.6241, -0.6406, 0.1952, -0.1572, 0.1837, -0.4259, 0.2200, -0.6339, 0.2071, 0.2283]}

***

*iii*
{"formula": "C23H30N2O4S", "method": "ωB97M-V/def2-TZVPD", "homo_lumo_gap_ev": 9.12, "molar_mass_g_mol": 430.6, "smiles": "COc1ccc(C)cc1N(CC(=O)N1CCCCCC1)S(=O)(=O)c1ccc(C)cc1", "charge": 0, "spin_multiplicity": 1, "symbols": ["S", "H", "C", "H", "C", "H", "H", "H", "O", "H", "C", "H", "H", "H", "C", "H", "C", "H", "H", "C", "C", "H", "N", "H", "H", "H", "C", "O", "C", "H", "H", "C", "C", "C", "H", "C", "C", "C", "H", "N", "H", "C", "H", "H", "O", "C", "C", "C", "H", "H", "C", "C", "H", "O", "H", "C", "C", "H", "H", "H"], "xyz": [[0.07, 0.41, -1.26], [5.50, -0.52, -0.36], [-0.67, -1.53, 0.28], [-5.87, 2.86, -0.24], [-1.36, 2.58, -0.38], [-3.75, -0.70, 2.79], [-4.36, -0.26, 1.17], [4.95, -0.90, -1.99], [-2.30, -0.21, 1.39], [2.20, -1.35, 1.24], [4.10, 1.42, 1.21], [5.59, 2.28, -0.04], [-3.01, -4.59, 0.31], [3.33, 1.13, -1.67], [4.66, -0.42, -1.05], [3.96, 2.90, -0.34], [-0.65, -5.10, -0.97], [-2.62, -0.10, -2.00], [3.62, -2.24, -0.53], [-3.59, -0.06, 1.92], [-1.42, 1.37, -1.05], [-0.38, 1.07, 1.54], [2.90, 0.61, 1.15], [-4.74, 1.15, -1.58], [4.89, 0.79, 1.62], [0.23, -5.50, -0.46], [-3.79, 1.55, -1.24], [1.19, 1.29, -1.37], [-2.35, -3.73, 0.29], [2.58, -0.94, -1.13], [-0.40, 2.96, -0.07], [0.45, 0.38, 1.36], [-1.95, -1.43, 0.87], [1.71, 1.24, 1.26], [0.53, -0.28, 2.23], [4.54, 2.00, -0.14], [3.09, -0.80, 0.95], [-1.11, -3.84, -0.32], [-3.65, 0.99, 2.23], [0.22, -0.44, 0.19], [-4.95, 4.11, 0.61], [3.44, -1.16, -0.50], [3.91, 2.25, 1.90], [-1.43, -5.86, -0.95], [-0.12, -0.56, -2.29], [-2.76, -2.55, 0.88], [-3.76, 2.76, -0.56], [4.36, 1.05, -1.33], [-2.50, 4.21, 0.39], [5.00, 1.41, -2.14], [-5.02, 3.53, -0.31], [-0.28, -2.72, -0.31], [0.69, -2.75, -0.78], [1.62, 2.45, 1.41], [3.91, -1.12, 1.60], [-2.53, 3.27, -0.14], [-2.62, 0.85, -1.48], [-0.37, -4.91, -2.00], [-3.74, -2.51, 1.33], [-5.20, 4.22, -1.13]], "nbo_charge": [2.3189, 0.1876, 0.1462, 0.2162, -0.1942, 0.1783, 0.1800, 0.2116, -0.5172, 0.2088, -0.2169, 0.1979, 0.2100, 0.2372, -0.4033, 0.2198, -0.6258, 0.2437, 0.2024, -0.2486, -0.2784, 0.2373, -0.4468, 0.2135, 0.1874, 0.2182, -0.2234, -0.9385, -0.1818, 0.2125, 0.2626, -0.3292, 0.2676, 0.7019, 0.2313, -0.4062, -0.2000, -0.0319, 0.2052, -0.7023, 0.2192, -0.4075, 0.2321, 0.2132, -0.9360, -0.2881, 0.0185, -0.4190, 0.2177, 0.2046, -0.6351, -0.1879, 0.2280, -0.6459, 0.1895, -0.2258, -0.2001, 0.2230, 0.2202, 0.2279]}

***

The winner here is *ii*, beating the second structure by 0.0209 hartree.

***

*i*
{"formula": "C4H12NOS", "method": "ωB97M-V/def2-TZVPD", "homo_lumo_gap_ev": 6.60, "molar_mass_g_mol": 122.2, "charge": -1, "spin_multiplicity": 1, "symbols": ["H", "C", "C", "H", "H", "C", "H", "H", "H", "H", "O", "H", "H", "N", "C", "H", "S", "H", "H"], "xyz": [[0.41, -0.84, -1.50], [-0.12, -1.41, 0.88], [-1.44, -1.82, -1.78], [1.37, 3.52, 1.25], [0.94, 1.40, -0.62], [-0.35, -0.17, -0.01], [0.38, -1.23, 1.89], [1.92, 0.18, -0.19], [-0.85, -2.74, -1.94], [-2.25, -1.89, -1.03], [1.17, 4.48, 1.49], [0.56, -2.14, 0.28], [0.57, 4.14, 2.20], [-0.52, -0.64, -1.35], [1.06, 0.69, 0.16], [-1.92, -1.63, -2.84], [1.32, 1.39, 1.89], [-1.10, -1.88, 0.99], [-1.13, 0.59, 0.23]], "nbo_charge": [0.3419, -0.6408, -0.4243, 0.4921, 0.1767, -0.0620, 0.2486, 0.1663, 0.1804, 0.1968, -1.0094, 0.1737, 0.4612, -0.6548, -0.5011, 0.1788, -0.6973, 0.1797, 0.1936]}

***

*ii*
{"formula": "C4H12NOS", "method": "ωB97M-V/def2-TZVPD", "homo_lumo_gap_ev": 5.84, "molar_mass_g_mol": 122.2, "charge": -1, "spin_multiplicity": 1, "symbols": ["N", "S", "H", "C", "C", "H", "C", "H", "H", "H", "H", "H", "H", "H", "H", "C", "O", "H", "H"], "xyz": [[-0.52, 0.42, -0.36], [1.78, -1.79, -2.86], [-1.43, 1.25, 2.72], [-0.21, -0.76, -1.19], [0.98, -0.36, -2.11], [1.71, 0.17, -1.50], [-0.74, 1.27, 1.88], [1.07, -0.22, 1.07], [-1.31, -0.85, 1.14], [-1.06, 1.04, -0.97], [0.73, 0.39, -2.87], [-2.55, 0.33, 0.72], [0.29, 0.94, 2.27], [2.41, -0.85, 0.58], [-1.03, -1.11, -1.75], [-1.41, 0.22, 0.86], [1.93, -0.66, 1.42], [-0.71, 2.27, 1.40], [0.08, -1.68, -0.44]], "nbo_charge": [-0.6703, -0.7203, 0.1841, -0.2300, -0.5470, 0.1725, -0.6191, 0.4868, 0.1965, 0.3508, 0.1766, 0.1676, 0.2254, 0.4880, 0.1675, -0.2361, -0.9840, 0.2078, 0.1836]}

***

The winner here is *ii*, beating the second structure by 0.0098 hartree.

***

*i*
{"formula": "C4H12NOS", "method": "ωB97M-V/def2-TZVPD", "homo_lumo_gap_ev": 5.94, "molar_mass_g_mol": 122.2, "charge": -1, "spin_multiplicity": 1, "symbols": ["C", "C", "H", "O", "H", "H", "H", "H", "H", "N", "H", "H", "H", "C", "S", "H", "H", "C", "H"], "xyz": [[-0.47, -0.02, -1.27], [0.76, 1.22, 2.04], [0.49, 2.05, 2.70], [-0.75, -1.94, 1.37], [0.85, -0.97, -2.69], [-0.29, -1.13, 1.08], [1.25, 0.93, -0.82], [-0.88, -2.42, 0.54], [-1.36, -0.28, -0.73], [0.54, 0.44, -0.29], [0.48, -1.92, -1.28], [0.44, 0.31, 2.53], [-0.77, 0.76, -1.98], [0.04, 1.41, 0.71], [-1.29, -2.11, -2.93], [-1.03, 1.23, 0.80], [0.13, 2.45, 0.38], [0.03, -1.24, -2.02], [1.83, 1.22, 1.86]], "nbo_charge": [-0.2433, -0.6085, 0.1893, -0.9723, 0.1693, 0.4781, 0.3490, 0.4859, 0.1912, -0.6565, 0.1726, 0.2125, 0.1637, -0.2256, -0.7230, 0.1901, 0.1587, -0.5320, 0.2008]}

***

*ii*
{"formula": "C4H12NOS", "method": "ωB97M-V/def2-TZVPD", "homo_lumo_gap_ev": 6.56, "molar_mass_g_mol": 122.2, "charge": -1, "spin_multiplicity": 1, "symbols": ["H", "N", "H", "H", "C", "C", "H", "C", "H", "H", "H", "C", "H", "S", "O", "H", "H", "H", "H"], "xyz": [[1.80, 0.27, 1.24], [1.43, 0.79, 0.45], [0.09, -0.76, -0.17], [2.33, -0.62, -0.86], [-0.78, 1.08, -0.67], [2.27, 0.46, -0.70], [-0.21, 1.26, -1.57], [0.05, 0.24, 0.30], [1.79, 0.91, -1.57], [-0.13, -0.66, 2.24], [-2.38, -2.92, -0.36], [-0.60, 0.13, 1.67], [3.27, 0.86, -0.54], [-2.37, 0.33, -1.19], [-1.66, -2.65, -0.94], [-0.56, 1.09, 2.18], [-1.72, -1.66, -0.82], [-1.62, -0.20, 1.50], [-0.99, 2.05, -0.19]], "nbo_charge": [0.3305, -0.6221, 0.1716, 0.1613, -0.5172, -0.4135, 0.1810, -0.0769, 0.1986, 0.1826, 0.4443, -0.6304, 0.1783, -0.6696, -1.0189, 0.1975, 0.4795, 0.2449, 0.1786]}

***

*iii*
{"formula": "C4H12NOS", "method": "ωB97M-V/def2-TZVPD", "homo_lumo_gap_ev": 6.85, "molar_mass_g_mol": 122.2, "charge": -1, "spin_multiplicity": 1, "symbols": ["C", "H", "O", "H", "C", "H", "H", "H", "H", "H", "H", "C", "S", "C", "H", "H", "H", "H", "N"], "xyz": [[3.22, -0.92, 0.01], [-0.63, 0.59, 1.90], [-2.12, -0.94, 1.86], [-2.27, 1.07, 2.22], [-1.51, 2.16, -0.16], [1.91, -2.26, -1.02], [4.08, -1.65, -0.04], [2.69, -0.99, 0.99], [-0.41, 2.42, 0.02], [-1.76, 2.26, -1.25], [-2.09, -1.45, 1.04], [-1.69, 0.45, 1.58], [0.73, -0.17, -1.21], [2.25, -1.21, -1.16], [-1.25, 0.11, -0.38], [3.67, 0.10, -0.07], [-2.08, 2.97, 0.40], [2.84, -1.20, -2.11], [-1.87, 0.79, 0.18]], "nbo_charge": [-0.6146, 0.1341, -0.7583, 0.1390, -0.4246, 0.1720, 0.1701, 0.2019, 0.1865, 0.2044, 0.4740, 0.1121, -0.7240, -0.5078, 0.4124, 0.1904, 0.1653, 0.1674, -0.7003]}

***

*iv*
{"formula": "C4H12NOS", "method": "ωB97M-V/def2-TZVPD", "homo_lumo_gap_ev": 6.46, "molar_mass_g_mol": 122.2, "charge": -1, "spin_multiplicity": 1, "symbols": ["H", "H", "H", "H", "H", "S", "C", "H", "H", "C", "H", "H", "H", "C", "H", "C", "O", "H", "N"], "xyz": [[-0.69, 1.17, -1.84], [0.06, 1.93, 0.09], [-0.95, 1.11, 1.35], [0.81, 0.94, 1.46], [-0.15, -1.14, 0.22], [-2.82, 0.36, -0.85], [0.00, 1.01, 0.70], [2.55, 0.33, 0.86], [1.53, 0.86, -1.36], [-0.05, -0.14, -0.27], [-2.09, -0.86, 0.90], [-0.93, -0.54, -2.21], [-3.15, -1.31, 1.92], [2.47, -0.46, 0.00], [3.28, -0.33, -0.67], [-0.99, 0.22, -1.43], [-2.29, -1.55, 1.66], [2.12, -1.52, 0.32], [1.28, -0.07, -0.84]], "nbo_charge": [0.1734, 0.1948, 0.2268, 0.1823, 0.2090, -0.7236, -0.6255, 0.1559, 0.3425, -0.1049, 0.4959, 0.1945, 0.4547, -0.4237, 0.1903, -0.4723, -1.0263, 0.2028, -0.6466]}

***

The winner here is *ii*, beating the second structure by 0.0078 hartree.